## w
ORCA calculation (the ωB97M-V functional and the def2-TZVPD basis) on a cluster of 2 separate species, C2H5O2P in total.

Element x y z (Å)
C (-2.33346, -0.55220, 0.51548)
C (1.98922, 0.75692, -0.34206)
O (0.11381, -1.18585, 0.12332)
O (-1.82272, 0.49457, 0.20861)
P (0.49470, -0.19050, -0.87205)
H (-2.65472, -1.14612, -0.40221)
H (-2.40860, -1.03144, 1.52585)
H (1.85705, 1.04067, 0.73392)
H (1.88817, 1.66513, -0.88550)
H (2.87653, 0.14881, -0.60537)

The HOMO-LUMO gap comes out at 8.7 eV. Its spin multiplicity is 1. Its HOMO energy is -8.99 eV.

---

## x
ORCA calculation (the ωB97M-V functional and the def2-TZVPD basis) on a cluster of 2 separate species, C2H5O2P in total.

Element x y z (Å)
C (2.01007, 1.14198, -0.02054)
C (-1.66507, -1.18653, -0.02177)
O (-0.24738, 1.03758, -0.14070)
O (2.07101, 0.44265, 0.94938)
P (-0.83330, 0.15048, 0.86821)
H (1.58329, 0.72389, -0.89102)
H (2.29946, 2.16661, -0.12072)
H (-1.53503, -2.08101, 0.63263)
H (-1.05310, -1.41316, -0.93836)
H (-2.62995, -0.98247, -0.31712)

The HOMO-LUMO gap comes out at 8.9 eV. Its spin multiplicity is 1. Its HOMO energy is -9.48 eV.

---

Pick w: it beats the second-best structure by 0.077 eV.